1.
The following is a DFT calculation (wB97M-V/def2-TZVPD) of a molecular structure, C19H46N3NaO9.

Geometry as XYZ:
```
78
Properties=species:S:1:pos:R:3:forces:R:3
Na 1.4729 -0.5047 0.8633 -0.24 0.00 0.15
O 0.4267 0.0915 4.9720 0.21 -0.53 -0.15
C 1.0312 -0.1769 3.7688 0.84 0.17 -1.63
O 1.4420 -1.3321 3.5402 -0.32 -0.77 0.51
O 1.1530 0.7543 2.9370 -0.58 0.66 0.21
H 0.4992 -0.7773 5.4014 -0.17 0.32 0.19
C -5.1243 3.7354 -1.9243 -1.06 -0.50 0.22
O -4.4073 3.8531 -0.7294 0.60 -0.39 0.24
C -3.1204 4.4108 -0.9367 0.42 0.28 0.45
C -2.2128 4.1702 0.2682 -1.15 -0.22 0.03
N -1.9508 2.7272 0.3973 -0.21 0.55 0.65
C -1.1487 2.4267 1.5971 0.34 -0.32 -0.30
C -1.9038 2.6180 2.9010 0.11 -0.91 0.41
O -3.0951 1.8230 2.8325 -0.12 0.69 0.11
C -2.9078 0.4948 3.2306 -0.04 -0.67 0.59
H -5.2890 4.7030 -2.4104 0.40 -0.08 -0.26
H -6.1228 3.3617 -1.6741 0.08 0.12 0.20
H -4.7148 2.9534 -2.5736 0.36 0.42 -0.28
H -3.2853 5.4841 -1.0640 0.42 0.14 -0.34
H -2.5927 3.9604 -1.7835 -0.36 0.07 -0.38
H -2.7578 4.5747 1.1305 0.14 -0.04 0.19
H -1.2887 4.7420 0.1863 0.11 -0.12 -0.24
H -2.8617 2.3229 0.6296 0.06 -0.10 -0.42
H -0.2187 2.9998 1.5664 -0.01 0.01 0.12
H -0.8534 1.3654 1.5229 -0.02 0.44 0.24
H -2.1587 3.6458 3.1567 -0.31 0.04 -0.39
H -1.3275 2.2442 3.7521 0.38 0.07 -0.17
H -2.4379 -0.1420 2.4727 -0.08 0.13 -0.21
H -3.8811 0.0823 3.5010 -0.08 0.02 -0.32
H -2.2958 0.3830 4.1342 0.14 0.35 -0.06
C 6.1543 -5.4367 0.7010 0.07 -1.27 0.47
O 5.2279 -4.4605 1.0889 0.08 0.52 -0.34
C 4.3048 -4.1185 0.0779 -0.07 0.04 0.23
C 3.5241 -2.8834 0.5147 -0.14 -0.30 -0.69
N 2.6951 -2.3481 -0.5859 -0.21 0.63 1.07
C 1.6512 -3.1729 -1.1925 0.91 -0.06 -0.20
C 0.5587 -3.6485 -0.2582 0.87 -0.02 -0.97
O -0.1385 -2.5394 0.2566 0.25 0.06 0.77
C -0.9321 -2.9468 1.3607 -0.64 -1.19 -0.10
H 7.0913 -5.3208 1.2485 0.01 0.49 -0.21
H 6.3230 -5.4936 -0.3773 0.12 0.35 0.00
H 5.8233 -6.4409 1.0114 -0.28 0.09 -0.17
H 3.6345 -4.9618 -0.1256 -0.12 -0.07 0.08
H 4.7957 -3.8876 -0.8774 0.29 -0.03 0.04
H 4.2125 -2.0530 0.6799 0.20 -0.30 0.58
H 2.9665 -3.1100 1.4246 -0.13 0.28 -0.02
H 3.3983 -2.0588 -1.2534 -0.55 0.18 -0.51
H 2.1557 -4.0396 -1.6397 -0.62 -0.27 -0.21
H 1.1647 -2.5930 -1.9784 0.22 0.02 -0.08
H 1.0127 -4.3109 0.4876 -0.33 0.23 0.43
H -0.0786 -4.2564 -0.9115 -0.34 -0.10 0.34
H -0.3406 -3.2929 2.2123 0.22 0.43 0.01
H -1.5190 -3.8217 1.0433 -0.10 0.08 0.03
H -1.6607 -2.2018 1.6691 0.37 0.41 -0.16
C -3.3890 -0.1822 -4.5461 0.40 0.05 -0.29
O -2.6142 -0.6282 -3.4534 -0.39 -0.34 -0.19
C -1.7936 0.3894 -2.9244 -0.21 -0.41 0.72
C -0.8777 -0.2731 -1.8797 0.64 0.70 -1.30
N -0.0873 0.6873 -1.1147 -0.08 -0.21 0.60
C 0.7544 1.5638 -1.9032 0.81 0.11 -0.11
C 1.8855 2.1737 -1.0917 0.12 -0.05 0.18
O 2.6799 1.1525 -0.4727 -0.47 0.52 0.37
C 3.4343 1.7156 0.5870 0.90 -0.59 0.91
H -4.1620 0.5259 -4.2418 0.10 0.28 0.04
H -3.8957 -0.9923 -5.0692 0.13 -0.38 0.45
H -2.7026 0.2478 -5.2826 -0.23 0.40 -0.10
H -2.3948 1.1513 -2.4101 -0.10 0.15 -0.14
H -1.2238 0.8634 -3.7314 0.08 0.07 0.05
H -0.1478 -0.8490 -2.4570 -0.14 -0.37 0.15
H -1.4479 -0.9534 -1.2549 0.01 0.13 0.19
H -0.7092 1.3184 -0.6101 -0.24 -0.14 0.09
H 0.1741 2.3820 -2.3489 0.18 0.07 -0.16
H 1.3122 1.0601 -2.7009 -0.64 -0.48 -0.13
H 1.5212 2.8707 -0.3303 -0.07 -0.07 0.07
H 2.5503 2.7127 -1.7737 -0.13 0.28 -0.01
H 2.8687 1.9995 1.4816 -0.59 0.33 -0.46
H 4.0940 2.5277 0.2725 -0.18 0.11 -0.21
H 4.0781 0.9391 1.0132 0.11 -0.17 -0.46
```
Positions in Å, forces in eV/Å.

Its total energy is -47761.8805 eV. The net charge is 0. For the LUMO energy, the calculation gives 0.00496 hartree. The value obtained for the molecular weight is 483.579 g mol⁻¹.

***

2.
The following is a DFT calculation (wB97M-V/def2-TZVPD) of a molecular structure, C19H46NO11S2.

Geometry as XYZ:
```
79
Properties=species:S:1:pos:R:3:forces:R:3
C -0.1198 2.5112 -2.5193 0.09 -0.14 0.32
C -0.5162 1.4965 -1.4472 -0.13 0.20 0.01
C 0.2587 1.7045 -0.1402 -0.05 0.18 -0.28
C 1.6307 1.0389 -0.0794 -0.03 0.04 0.34
C 1.6322 -0.4695 -0.3256 0.46 -0.16 -0.08
C 1.7788 -0.8544 -1.8154 -0.74 -0.11 0.33
C 0.7410 -1.8941 -2.2562 0.47 0.14 0.04
S 0.4827 -1.8443 -4.0184 0.35 -0.21 0.19
O -0.0347 -0.5172 -4.2911 0.02 0.19 -0.17
O -0.3791 -2.9477 -4.3548 -0.12 -0.22 0.04
N 1.9668 -2.1227 -4.5809 -0.52 0.53 -0.24
S 2.6781 -0.9865 -5.4199 0.62 -0.47 0.35
O 3.8503 -1.5563 -6.0240 -0.07 -0.05 -0.06
O 2.8701 0.2627 -4.7184 -0.07 0.17 0.05
O 1.6869 -0.6264 -6.6274 0.12 -0.15 -0.32
H 0.9651 2.5378 -2.6263 0.06 -0.03 -0.16
H -0.4411 3.5066 -2.2074 -0.03 0.10 -0.09
H -0.5559 2.2692 -3.4845 0.00 -0.01 -0.08
H -1.5827 1.6078 -1.2359 -0.07 -0.03 -0.03
H -0.3849 0.4916 -1.8427 -0.04 -0.03 0.05
H 0.4060 2.7837 -0.0215 -0.04 0.06 0.11
H -0.3525 1.3918 0.7087 0.03 -0.22 0.04
H 2.0416 1.2326 0.9162 0.02 0.04 0.04
H 2.3193 1.5224 -0.7757 0.01 -0.03 -0.12
H 2.4762 -0.8927 0.2249 -0.01 -0.08 0.04
H 0.7434 -0.9307 0.1124 -0.14 0.09 0.00
H 2.7633 -1.2643 -2.0116 0.18 0.19 -0.15
H 1.6328 0.0409 -2.4149 0.25 -0.02 -0.20
H 1.0739 -2.8994 -2.0040 -0.17 -0.11 0.01
H -0.2296 -1.6923 -1.8057 -0.13 -0.11 -0.04
H 1.3869 0.2655 -6.4371 -0.34 0.26 0.10
C 5.6792 1.5304 -8.5010 -0.09 0.02 0.01
O 5.5983 2.1621 -7.2399 0.17 -0.01 -0.04
C 5.8134 1.2628 -6.1526 -0.12 0.12 0.00
C 7.2115 1.3942 -5.5977 0.06 -0.10 0.03
O 8.2158 1.0089 -6.5328 -0.02 0.04 -0.03
C 8.8124 2.1014 -7.1938 -0.01 -0.03 0.00
H 5.7322 2.3141 -9.2579 -0.03 0.01 0.01
H 6.5679 0.8985 -8.5808 0.01 -0.01 -0.01
H 4.7912 0.9169 -8.6860 0.03 -0.04 0.00
H 5.6090 0.2340 -6.4566 -0.01 -0.01 0.02
H 5.0944 1.5134 -5.3700 -0.03 -0.06 0.00
H 7.3060 0.7347 -4.7308 -0.01 0.00 0.00
H 7.3890 2.4228 -5.2642 0.01 0.02 0.00
H 9.5009 2.6358 -6.5263 -0.02 0.04 -0.01
H 8.0643 2.8038 -7.5701 0.01 0.01 0.00
H 9.3802 1.7061 -8.0361 0.02 -0.02 0.02
C -3.0522 -1.5141 4.3453 -0.03 0.00 0.03
O -3.7584 -0.3037 4.5558 0.07 -0.01 -0.10
C -2.9680 0.8559 4.3426 -0.11 0.01 0.13
C -3.2156 1.4720 2.9842 0.12 0.06 -0.14
O -2.8062 0.6165 1.9355 -0.01 -0.09 0.07
C -3.8685 -0.0858 1.3164 0.03 0.03 -0.05
H -3.7868 -2.3164 4.2921 -0.01 0.01 0.03
H -2.4828 -1.4911 3.4141 0.00 0.00 0.00
H -2.3707 -1.7148 5.1798 0.03 0.00 -0.03
H -1.9057 0.6198 4.4567 0.02 -0.01 -0.02
H -3.2380 1.5830 5.1159 0.02 0.00 -0.01
H -2.6277 2.3922 2.9057 -0.02 0.01 0.01
H -4.2728 1.7364 2.8768 -0.02 -0.01 0.02
H -4.4441 0.5799 0.6645 -0.03 -0.01 0.02
H -4.5381 -0.5364 2.0533 0.00 0.00 0.01
H -3.4268 -0.8725 0.7078 0.02 0.03 -0.03
C -6.0970 -1.0460 6.6942 -0.12 0.00 0.06
O -6.4163 -0.7262 8.0410 0.05 -0.03 -0.02
C -6.9259 -1.8175 8.7820 -0.04 0.14 0.01
C -5.8634 -2.4543 9.6507 0.03 -0.15 0.01
O -4.8358 -3.0543 8.8814 -0.01 0.03 -0.03
C -3.6765 -2.2525 8.7523 0.00 -0.01 0.00
H -5.5004 -0.2364 6.2889 0.02 0.05 -0.01
H -5.5208 -1.9716 6.6292 0.00 0.00 -0.02
H -7.0109 -1.1481 6.0978 0.02 -0.04 0.00
H -7.3607 -2.5684 8.1142 0.01 -0.02 -0.01
H -7.7244 -1.4349 9.4265 0.00 -0.03 0.00
H -6.3231 -3.2445 10.2530 -0.01 0.02 0.01
H -5.4455 -1.7077 10.3340 0.01 0.02 0.00
H -3.1034 -2.2456 9.6865 -0.01 0.04 0.00
H -3.9246 -1.2259 8.4739 0.01 0.01 0.00
H -3.0627 -2.6922 7.9679 0.00 -0.03 0.02
```
Positions in Å, forces in eV/Å.

Its total energy is -66130.3537 eV. The net charge is -1. For the LUMO energy, the calculation gives 0.07376 hartree. The value obtained for the molecular weight is 528.707 g mol⁻¹.

***

3.
The following is a DFT calculation (wB97M-V/def2-TZVPD) of 3 unconnected molecules or ions with the total composition C19H47N10O6P2S.

Geometry as XYZ:
```
85
Properties=species:S:1:pos:R:3:forces:R:3
N 2.5891 -7.3694 -3.5521 -0.17 0.42 0.40
C 3.2791 -6.1943 -2.9742 -0.97 0.26 0.40
C 3.1344 -4.9496 -3.9691 0.33 -0.92 0.29
C 1.6449 -4.6386 -4.0558 -2.19 2.11 1.38
C 0.7193 -5.1470 -5.0828 2.00 -0.79 -0.52
N -0.5711 -4.9421 -5.2582 1.00 -0.31 0.37
N -1.1646 -4.1857 -4.3537 0.71 0.91 1.12
C -2.6326 -3.9736 -4.4993 0.69 -0.14 -1.46
S -3.4742 -5.4612 -3.8169 -4.65 -0.87 2.57
O -4.7192 -5.7135 -4.5187 2.14 0.40 -1.00
O -3.7615 -5.3119 -2.3957 2.14 0.42 -1.07
C -0.4538 -3.6749 -3.3263 -0.17 1.61 2.43
O -1.1959 -2.9290 -2.4049 0.20 -2.62 -1.47
N -0.6668 -1.5858 -2.3919 1.02 1.73 1.49
O -0.5070 -1.2596 -1.2953 -0.35 0.09 -1.01
C 0.9503 -3.7943 -3.0548 0.20 -2.52 -3.43
H 1.6065 -7.2688 -3.2754 0.34 -0.35 -0.29
H 2.8877 -8.2369 -3.1058 0.13 0.29 -0.18
H 4.3374 -6.4054 -2.7108 -0.72 0.24 -0.46
H 2.7217 -5.9092 -2.0387 0.93 0.01 -0.49
H 3.7514 -4.1234 -3.5420 -0.90 -0.32 -0.28
H 3.6023 -5.2275 -4.9438 -0.72 0.18 0.61
H 1.1879 -5.8186 -5.8415 -0.60 0.65 0.59
H -2.9729 -3.0099 -4.0669 0.17 -1.02 0.23
H -2.8241 -3.9322 -5.6023 0.14 -0.29 0.94
H -2.6106 -6.5473 -3.9314 0.06 0.99 -0.47
H 1.4728 -3.3482 -2.1859 -0.74 -0.24 -0.65
O -1.9972 4.4099 -3.6514 2.97 -3.18 -0.48
P -2.0094 3.8348 -2.2422 -5.99 5.86 1.92
N -3.6999 3.4440 -2.2855 -0.47 -0.90 -0.33
C -4.6451 3.4302 -1.1836 0.10 -0.14 0.52
C -4.0637 2.4193 -3.2648 0.24 0.25 -0.42
N -1.7950 5.3701 -1.4775 0.55 0.43 0.06
C -2.7257 5.9476 -0.5240 0.16 -0.36 0.67
C -1.2392 6.4496 -2.2927 0.17 -0.14 -0.36
N -1.8322 3.0714 -0.6569 2.87 -1.48 -1.45
C -0.5377 3.3845 0.0040 0.24 0.39 0.47
C -1.8489 1.5915 -0.7375 -0.66 -0.29 -0.02
H -4.5122 2.5817 -0.4989 -0.05 -0.04 0.08
H -5.6684 3.3741 -1.5652 0.16 -0.10 -0.25
H -4.6302 4.3407 -0.5941 0.28 -0.03 -0.01
H -3.7476 1.4148 -2.9476 -0.18 -0.15 -0.02
H -3.6028 2.6217 -4.2325 0.11 0.08 0.10
H -5.1418 2.3945 -3.4353 0.02 0.08 0.17
H -3.6512 6.2797 -1.0060 -0.07 0.00 0.02
H -2.2802 6.8162 -0.0281 0.09 0.00 -0.23
H -2.9540 5.2581 0.2904 -0.13 -0.12 -0.17
H -1.9876 6.8855 -2.9643 0.05 0.00 -0.05
H -0.4016 6.0954 -2.8918 -0.17 0.00 -0.08
H -0.8430 7.2499 -1.6612 -0.16 -0.14 0.21
H 0.3087 3.1039 -0.6309 0.08 -0.07 0.17
H -0.4531 2.8513 0.9548 -0.17 -0.25 -0.18
H -0.4363 4.4368 0.2553 -0.21 0.01 -0.30
H -1.1122 1.2239 -1.4571 0.09 -0.08 0.15
H -2.8271 1.2063 -1.0260 -0.06 0.24 -0.15
H -1.6385 1.1429 0.2355 0.12 0.21 0.00
O 2.0652 -1.6785 5.0646 -3.76 0.20 2.02
P 1.8913 -0.1689 5.1444 7.31 0.76 -3.99
N 1.9342 0.0451 3.4198 -0.69 -0.09 -0.89
C 2.4365 1.1792 2.6689 -0.06 0.57 0.19
C 0.8157 -0.5665 2.7031 0.01 -0.44 0.27
N 3.4707 0.1058 5.7935 0.34 -0.14 0.58
C 4.4839 0.9307 5.1615 -0.23 0.72 0.20
C 4.1332 -1.0270 6.4379 -0.27 -0.30 0.09
N 1.5421 1.5457 5.3883 -2.46 -1.34 2.18
C 1.6879 1.9803 6.8037 0.44 0.30 0.39
C 0.1416 1.8945 5.0407 -0.18 0.13 -0.66
H 1.7823 2.0603 2.7199 0.02 0.12 -0.05
H 2.5414 0.9222 1.6099 -0.21 -0.25 0.08
H 3.4346 1.4852 2.9640 -0.10 -0.01 0.29
H -0.1165 -0.0022 2.8419 -0.11 0.00 -0.23
H 0.6391 -1.5869 3.0462 0.05 0.07 0.17
H 1.0134 -0.6327 1.6294 0.15 0.15 0.04
H 4.8987 0.4547 4.2659 0.03 0.02 -0.07
H 5.3133 1.1188 5.8509 -0.07 -0.22 0.05
H 4.1048 1.9241 4.9163 -0.12 -0.12 -0.17
H 4.5527 -1.7288 5.7073 -0.02 -0.05 0.04
H 3.4422 -1.5696 7.0812 0.02 -0.06 -0.18
H 4.9457 -0.6859 7.0856 -0.04 0.26 -0.15
H 1.0561 1.3868 7.4708 -0.05 0.17 0.06
H 1.4147 3.0328 6.9086 -0.22 -0.09 -0.24
H 2.7126 1.9095 7.1580 -0.03 -0.25 -0.23
H -0.5743 1.2542 5.5633 -0.09 0.19 0.05
H -0.0472 1.8113 3.9707 0.17 -0.19 -0.02
H -0.0738 2.9338 5.2933 0.17 -0.08 0.14
```
Positions in Å, forces in eV/Å.

Its total energy is -77046.8149 eV. The net charge is +1. For the LUMO energy, the calculation gives -0.21114 hartree. The value obtained for the molecular weight is 605.664 g mol⁻¹.

***

Question: The lowest net charge belongs to which entry?
Answer: C19H46NO11S2

***

Question: Which value of molecular weight does entry 1 give?
Answer: 483.579 g mol⁻¹

***

Question: Which of these has the highest LUMO energy?
Answer: C19H46NO11S2